Entry 1:
Below is a cluster of 2 separate species, C4H5N3S in total at a distorted geometry, with properties calculated with ωB97M-V/def2-TZVPD.

```
13
Properties=species:S:1:pos:R:3:forces:R:3
S -1.1084 -2.3992 0.0730 0.8 1.8 -0.4
N 0.5263 -0.0127 3.1400 0.5 0.7 0.1
N -0.1458 -0.9856 2.8706 -0.2 -0.5 0.3
N -0.9740 -2.6580 -1.5377 -0.3 -0.6 -0.1
C -0.8497 -1.6476 -2.3535 -0.1 -0.5 -0.1
C -0.3982 0.0310 -0.6638 -0.2 0.1 -1.4
C -0.6503 -0.3115 -1.9901 0.3 0.5 1.0
C -0.6865 -0.8152 0.3953 -0.8 -1.5 0.7
H -0.8416 -1.9116 -3.4077 0.0 0.1 0.0
H 0.1247 0.8815 3.4973 0.1 -0.3 -0.1
H -0.5979 0.4345 -2.7695 0.0 0.0 -0.1
H -0.0268 1.0253 -0.4419 0.1 0.1 0.0
H 1.5557 0.0381 2.9701 -0.3 0.0 0.1
```
Forces are in eV/Å.

Highest occupied orbital energy = -7.57 eV
E_LUMO = -0.75 eV
Electronic energy = -717.669613 Eh
Net charge = 0
Molecular weight = 127.172 g/mol

***

Entry 2:
Below is a cluster of 3 separate species, C16H37BBr4NOS in total, with properties calculated with ωB97M-V/def2-TZVPD.

```
61
Properties=species:S:1:pos:R:3:forces:R:3
Br -2.7610 2.5093 1.7452 0.1 -0.1 0.0
Br 6.4392 3.2441 3.0181 0.0 0.0 0.0
Br -5.5831 2.3220 4.0605 0.0 0.0 0.0
Br 5.7186 1.6823 -0.2068 0.1 -0.1 -0.1
S -4.2206 -1.1884 -0.5957 -0.2 0.3 0.9
O -3.1620 -0.2140 -3.0337 0.4 -0.8 -0.4
N -3.8231 1.4917 -1.4178 0.6 0.3 -0.6
C 1.4987 2.3018 0.5910 0.1 0.2 0.0
C -4.5096 3.3666 1.6245 0.0 0.0 -0.1
C 1.2241 -1.7286 -1.7576 -0.2 -0.2 0.0
C 0.7639 -1.4130 -0.3440 0.1 0.2 0.1
C -4.9938 3.8198 2.9743 -0.1 -0.1 0.1
C -1.5521 -4.2277 0.2119 0.1 0.0 0.2
C -2.8827 -3.4862 0.1989 0.1 0.1 -0.1
C -0.9002 -4.3775 -1.1667 -0.1 -0.2 0.2
C 0.5134 0.0763 -0.1081 -0.1 -0.1 0.1
C 6.8264 3.2332 0.1807 0.0 -0.1 -0.1
C 7.5918 3.0616 1.4642 0.0 0.1 0.1
C 1.7199 0.8133 0.4364 -0.1 0.1 0.0
C 0.6313 -4.2535 -1.2306 -0.2 -0.1 -0.2
C -2.6670 -2.0304 -0.1631 0.0 0.0 -0.1
C 1.1319 -3.2032 -2.2197 0.3 0.1 0.2
C 2.6974 3.0204 1.2236 -0.2 -0.3 0.0
B -3.6416 0.1739 -1.8595 -0.2 0.0 0.2
H -0.1343 -1.9667 -0.1021 -0.1 -0.2 0.0
H 1.2900 2.7260 -0.3877 -0.2 0.1 -0.2
H -1.7432 -5.2104 0.6289 0.0 -0.2 0.1
H 0.1642 0.5479 -1.0268 0.0 0.1 -0.2
H 1.0451 -4.1136 -0.2376 0.1 0.1 0.2
H 0.5030 -3.2654 -3.1038 -0.1 0.0 -0.2
H 3.0800 3.8020 0.5804 0.1 0.2 0.0
H -4.7754 -2.0715 -1.4290 0.1 -0.2 -0.3
H 2.2535 -1.3982 -1.8409 0.2 0.2 -0.2
H -1.9722 -1.9019 -0.9813 0.1 0.0 -0.3
H 3.5009 2.3143 1.3788 0.3 -0.1 0.1
H -4.2223 4.3325 3.5385 0.0 0.0 0.0
H 6.1583 4.0873 0.2142 0.0 0.0 0.0
H -4.3765 4.2138 0.9563 0.0 0.0 0.0
H -3.7586 2.1014 -2.2344 0.0 0.2 0.2
H 0.6173 2.4483 1.2119 -0.3 0.1 0.0
H 1.5163 -1.7392 0.3693 0.1 -0.2 0.2
H -3.0363 1.7491 -0.8109 -0.6 0.2 0.5
H -5.8576 4.4699 2.8612 0.0 0.0 0.0
H 2.5791 0.6449 -0.2102 0.2 -0.1 0.0
H 1.9294 0.4056 1.4233 0.3 -0.2 0.1
H -3.5324 -3.9618 -0.5351 -0.2 -0.1 0.0
H -1.1769 -5.3619 -1.5300 -0.1 -0.1 -0.2
H 8.3482 3.8365 1.5584 0.0 0.0 0.0
H 2.1191 -3.5094 -2.5486 0.2 -0.1 -0.1
H -2.8955 -1.1461 -3.0949 -0.3 0.3 -0.4
H -5.1762 2.6426 1.1689 0.0 0.0 0.0
H 1.0173 -5.2067 -1.5760 0.1 -0.2 0.0
H 2.4431 3.4412 2.1894 0.0 0.2 0.1
H -2.2952 -1.4532 0.6764 0.1 0.1 0.2
H 0.6398 -1.1138 -2.4384 0.0 0.2 -0.2
H -1.3426 -3.6808 -1.8772 -0.1 0.2 -0.1
H 7.5059 3.3316 -0.6620 0.0 0.0 0.0
H 8.0575 2.0847 1.5352 0.0 0.0 0.0
H -3.3557 -3.5254 1.1746 -0.2 -0.2 0.1
H -0.2921 0.1884 0.6204 -0.2 0.1 0.1
H -0.8848 -3.7359 0.9148 0.2 0.1 0.1
```
Forces are in eV/Å.

Highest occupied orbital energy = -11.58 eV
E_LUMO = -3.47 eV
Electronic energy = -11480.753203 Eh
Net charge = +1
Molecular weight = 621.973 g/mol

***

Entry 3:
Below is a structure of composition C23H15GeN2S2SbSe4Tc, with properties calculated with ωB97M-V/def2-TZVPD.

```
49
Properties=species:S:1:pos:R:3:forces:R:3
Sb -1.8787 -2.0210 0.8037 0.1 0.1 0.0
Tc 0.0862 -0.2406 0.2339 -0.1 -0.2 0.0
Se -4.0616 -1.2245 -0.2505 0.0 0.0 0.0
Se -2.9215 -3.0903 -1.2441 0.0 0.0 0.0
Se 1.6486 -1.4905 1.1897 0.0 0.1 0.0
Se -2.2051 -3.2648 2.8066 0.0 0.0 0.0
Ge 0.0868 2.6695 2.2491 0.0 0.0 0.0
S 1.1927 2.3084 -0.8419 0.0 0.0 0.0
S -1.5434 1.4964 -0.1794 0.0 0.0 0.0
N -2.2467 -0.1288 -3.5355 0.0 0.0 0.0
N 1.9883 -0.3135 -3.4529 0.1 0.0 0.0
C 3.9896 1.5660 3.3873 0.0 0.0 0.0
C -2.6389 3.0124 3.2008 0.0 0.0 0.0
C 0.5857 6.8310 2.8068 0.0 0.0 0.0
C 3.8814 1.3804 4.7594 0.0 0.0 0.0
C 0.6302 5.4524 2.9618 0.0 0.0 0.0
C -1.6187 0.1434 -2.6114 -0.1 0.0 0.0
C -1.7727 0.7864 3.4663 0.0 0.0 0.0
C 1.6423 2.1199 3.2682 0.0 0.0 0.0
C 0.0847 4.6070 1.9968 0.0 0.0 0.0
C -4.0555 1.2625 4.0427 0.0 0.0 0.0
C -1.5781 2.1156 3.0840 0.0 0.0 0.0
C 2.6583 1.5581 5.3877 0.0 0.0 0.0
C 0.6207 0.7316 -1.5301 0.0 0.0 0.0
C -0.4988 5.1759 0.8654 0.0 0.0 0.0
C -0.0038 7.3832 1.6778 0.0 0.0 0.0
C -0.8279 0.5627 -1.5060 0.1 0.0 0.0
C 1.3838 0.1459 -2.5891 -0.1 -0.1 0.0
C 1.5440 1.9254 4.6434 0.0 0.0 0.0
C -3.8716 2.5895 3.6812 0.0 0.0 0.0
C -3.0058 0.3590 3.9375 0.0 0.0 0.0
C -0.5439 6.5544 0.7047 0.0 0.0 0.0
C 2.8769 1.9332 2.6466 0.0 0.0 0.0
C 0.0979 1.8245 0.4845 0.0 0.0 0.1
H -0.9978 6.9805 -0.1813 0.0 0.0 0.0
H -4.6907 3.2937 3.7615 0.0 0.0 0.0
H 2.9682 2.0533 1.5728 0.0 0.0 0.0
H 1.0136 7.4752 3.5651 0.0 0.0 0.0
H -0.9642 0.0663 3.3816 0.0 0.0 0.0
H 1.1027 5.0293 3.8422 0.0 0.0 0.0
H -0.9175 4.5386 0.0934 0.0 0.0 0.0
H 4.7496 1.0869 5.3364 0.0 0.0 0.0
H 4.9401 1.4131 2.8917 0.0 0.0 0.0
H 0.5864 2.0442 5.1390 0.0 0.0 0.0
H -3.1426 -0.6848 4.1894 0.0 0.0 0.0
H -0.0380 8.4585 1.5546 0.0 0.0 0.0
H -2.5060 4.0479 2.9057 0.0 0.0 0.0
H 2.5672 1.4010 6.4552 0.0 0.0 0.0
H -5.0212 0.9265 4.3995 0.0 0.0 0.0
```
Forces are in eV/Å.

Highest occupied orbital energy (spin up / spin down) = -5.05 / -5.05 eV
E_LUMO (spin up / spin down) = 1.25 / 1.25 eV
Electronic energy = -13795.139509 Eh
Net charge = -1
Molecular weight = 991.731 g/mol

***

Entry 4:
Below is the molecule C4H5FO2 at a distorted geometry, with properties calculated with ωB97M-V/def2-TZVPD.

```
12
Properties=species:S:1:pos:R:3:forces:R:3
F -2.7095 -0.1829 -0.0172 0.5 0.3 0.2
O 0.6426 -1.2375 0.3926 0.6 1.1 0.5
O 0.8286 0.7470 -0.9210 0.3 0.7 -0.3
C -0.4724 0.3937 -0.5347 0.0 -0.8 -1.9
C 1.5886 -0.3729 -0.3967 -1.2 -1.8 -0.9
C -1.5927 0.4718 0.4245 -1.4 0.7 0.9
C -0.2747 -0.1789 0.7846 1.7 -0.9 0.3
H 1.9732 -1.0472 -1.2001 -0.4 0.6 0.5
H 2.4062 0.0136 0.1739 0.3 0.2 0.7
H -1.8943 1.2771 1.1248 0.4 -0.5 -0.6
H 0.3275 0.5592 1.3755 -1.0 -0.5 -0.1
H -0.8230 -0.4429 -1.2062 0.2 0.8 0.6
```
Forces are in eV/Å.

SMILES = FC1[C@H]2OCO[C@H]12
Highest occupied orbital energy = -9.61 eV
E_LUMO = 0.91 eV
Electronic energy = -405.562569 Eh
Net charge = 0
Molecular weight = 104.080 g/mol

***

Entry 5:
Below is a structure of composition C15H17Co2O7Si at a distorted geometry, with properties calculated with ωB97M-V/def2-TZVPD.

```
42
Properties=species:S:1:pos:R:3:forces:R:3
Co -2.4540 3.8178 0.8746 0.0 -0.6 -0.2
Co -2.7966 1.4492 -0.0892 -2.3 -2.0 1.4
Si 3.0549 -2.0612 -0.2508 1.6 0.8 0.0
O -1.6889 2.7543 3.4904 -0.7 1.1 -2.0
O -0.3201 5.8160 0.7132 -1.6 -1.5 0.3
O -4.3875 5.9855 1.3975 1.7 -1.8 -0.2
O -4.5591 -0.1610 -1.8142 2.0 1.5 1.6
O 1.5625 -2.6856 -0.7709 -3.4 -0.2 0.8
O -2.0153 -0.2236 2.1523 -0.5 1.4 -1.6
O -5.2835 2.5496 1.0489 2.6 0.1 -0.7
C 2.6302 -1.4644 1.4604 0.1 -0.1 0.0
C -2.3651 0.4597 1.2817 -0.1 -2.6 2.1
C -3.8579 0.4896 -1.1548 -2.5 -1.2 -1.5
C -1.4012 2.5171 -0.4847 2.6 2.4 -1.4
C -3.6311 5.1423 1.1850 -2.2 1.8 -0.5
C -0.6322 -3.4782 -0.4749 -0.4 0.4 0.9
C -2.0144 3.2014 2.4749 1.2 -1.9 3.2
C -4.1628 2.5349 0.7063 -2.0 0.1 0.3
C 0.1271 0.3231 -0.6562 1.3 0.9 0.3
C 4.3894 -3.3715 -0.2878 -0.3 -0.1 -0.1
C -1.0271 1.2214 -0.3976 0.1 1.6 -0.2
C 3.3559 -0.7508 -1.5341 0.2 0.0 0.2
C 0.3068 -2.3516 -0.6552 2.8 -1.7 -2.1
C -1.1632 5.0332 0.7752 1.7 1.5 -0.9
C -0.2256 -1.0778 -1.1454 -1.4 0.1 -0.4
H 2.3851 -2.3223 2.1057 0.2 0.3 -0.1
H 3.4498 -1.1974 -2.5345 0.0 0.1 0.3
H 4.6098 -3.7053 -1.3130 -0.1 0.1 0.3
H 2.5552 -0.0028 -1.5587 0.3 -0.1 0.0
H 4.1255 -4.2567 0.3087 0.1 0.2 -0.1
H 4.2965 -0.2470 -1.2821 -0.1 0.1 -0.2
H -1.5936 -3.0441 -0.1864 0.0 -0.5 -0.1
H 5.3209 -2.9531 0.1285 -0.3 0.0 -0.1
H 3.4972 -0.9366 1.8801 -0.3 -0.1 0.1
H -0.0215 -1.0964 -2.2423 0.0 -0.3 0.5
H -1.0695 3.2199 -1.2504 0.4 -0.3 0.0
H 0.7711 0.8078 -1.4307 -0.6 -0.1 0.6
H -0.7408 -4.0405 -1.4185 0.1 0.2 0.2
H -1.3021 -1.2527 -1.0615 0.0 0.6 -0.1
H -0.2763 -4.1520 0.3100 0.0 -0.1 -0.2
H 0.7854 0.2951 0.2399 -0.6 0.1 -0.4
H 1.7662 -0.7849 1.4605 0.3 -0.2 0.1
```
Forces are in eV/Å.

Highest occupied orbital energy = -10.64 eV
E_LUMO = -5.39 eV
Electronic energy = -4163.145842 Eh
Net charge = +1
Molecular weight = 455.246 g/mol

***

Entry 6:
Below is a structure of composition C37H54N7RbSi2, with properties calculated with ωB97M-V/def2-TZVPD.

```
101
Properties=species:S:1:pos:R:3:forces:R:3
Rb -0.1299 -0.1120 0.6144 0.0 -0.1 0.3
Si 1.2149 -3.4944 -1.0115 0.1 0.0 0.0
Si -1.7038 -4.6112 -0.2775 0.0 0.0 0.0
N 1.0786 -2.8749 2.0629 -0.1 0.1 0.2
N 2.7172 0.2030 2.0342 0.2 -0.2 0.3
N 4.6201 1.7270 2.5662 0.0 -0.2 0.1
N -0.2071 2.8733 1.4718 0.2 -0.2 0.0
N -1.5407 0.1350 -1.8411 -0.2 0.1 0.0
N -2.5745 1.4776 1.2233 0.0 -0.1 -0.2
N 0.8572 1.3420 -1.6708 0.1 -0.1 0.2
C -3.7591 0.9743 0.5485 0.1 0.0 -0.1
C -2.9766 -0.0509 -1.7344 0.1 0.1 0.1
C -0.1096 -3.8770 0.1925 0.0 0.2 0.4
C 5.2941 2.2281 1.3685 0.0 0.0 0.0
C -3.0934 -4.0584 0.8808 -0.2 0.1 0.1
C 2.2033 1.7835 -1.4020 -0.1 0.1 0.0
C 0.7864 -3.5879 4.3463 0.0 0.0 0.0
C -1.2169 3.9433 3.4282 -0.1 0.0 -0.2
C -3.3958 5.2169 3.4145 0.1 -0.1 0.0
C -1.7868 1.1639 -4.0354 0.2 0.0 0.0
C 1.2068 4.1147 -0.7849 0.0 -0.1 0.1
C 1.4680 4.4776 0.6854 0.0 0.0 0.0
C 3.6132 0.8741 2.3152 -0.2 0.3 -0.3
C -2.5547 2.6986 1.6213 0.1 0.2 0.0
C 0.9978 0.6317 -5.3108 -0.1 0.0 0.1
C 4.3315 2.7334 3.5882 0.0 0.0 -0.1
C 0.6763 -2.8164 -2.6740 -0.1 0.1 -0.1
C -3.6716 1.1161 -0.9904 0.1 0.0 0.1
C -2.3011 -4.1691 -2.0061 0.0 0.0 -0.2
C 1.1103 3.4049 1.7301 -0.1 0.0 -0.2
C 0.1809 -3.7964 1.5972 0.1 -0.1 -0.1
C -0.1362 -4.5432 3.9086 0.0 0.0 -0.1
C -1.0338 0.6728 -2.8952 0.1 0.1 -0.1
C 2.1623 -5.0873 -1.4260 0.1 -0.2 0.0
C -2.1732 4.7877 3.9465 -0.1 0.0 -0.1
C 0.4669 0.9360 -2.8298 -0.1 0.0 -0.2
C 2.5522 -2.2860 -0.4637 0.1 0.1 0.2
C 2.3001 3.3158 -1.5152 -0.1 0.0 0.0
C 1.3574 -2.7999 3.3611 -0.1 0.0 -0.1
C -1.8100 -6.5093 -0.2783 0.0 -0.2 0.0
C -1.2304 3.2050 2.1768 -0.2 0.1 0.1
C -3.6217 3.6716 1.4310 0.1 0.0 0.1
C -0.1941 0.9298 -5.9799 0.0 0.0 0.1
C -1.4080 1.2447 -5.3558 0.1 0.0 0.0
C -3.9664 4.7378 2.2270 0.1 0.0 0.0
C -0.4228 -4.6594 2.5729 0.0 0.0 0.0
C 1.3108 0.6632 -3.9696 -0.2 0.1 0.0
H 2.4473 1.4850 -0.3738 0.0 0.0 0.0
H -2.1956 1.5804 -6.0278 0.0 0.0 0.0
H 2.9566 -4.9319 -2.1681 -0.1 0.0 0.1
H -1.7411 -4.7131 -2.7729 0.0 0.1 0.0
H 5.5152 1.3952 0.7055 0.0 0.0 0.0
H -1.0341 -6.9338 -0.9256 -0.1 0.0 0.0
H 5.2688 3.2085 3.8765 0.0 0.0 0.0
H 2.8973 -2.5018 0.5501 0.0 0.1 -0.2
H 3.3916 -2.3507 -1.1667 0.0 0.1 0.0
H -1.0988 -5.4336 2.2368 0.0 0.0 0.1
H -2.8075 1.4551 -3.8165 0.0 0.0 0.0
H 2.2472 3.5563 -2.5816 0.0 0.0 0.0
H 1.0405 -3.4611 5.3905 0.0 0.0 0.0
H -0.6136 -5.2083 4.6217 0.0 0.0 0.0
H 3.8980 2.2482 4.4592 0.0 0.0 0.0
H 2.3479 0.4671 -3.7234 0.0 0.0 0.0
H -0.3075 3.8393 4.0086 0.0 0.0 0.0
H 3.6348 3.4956 3.2254 0.0 0.0 0.0
H -3.3558 -4.4521 -2.1019 0.1 0.0 0.0
H -3.8498 -0.0908 0.7876 0.0 0.0 0.0
H 4.6783 2.9545 0.8280 0.0 0.0 0.0
H -4.6762 1.4545 0.9101 0.0 0.1 0.0
H -2.7869 -6.8428 -0.6512 0.1 0.0 0.0
H -1.9080 5.2342 4.9028 0.0 0.0 0.0
H 2.1883 -1.2513 -0.4660 0.1 -0.1 -0.1
H 3.2972 3.6311 -1.1721 0.0 0.0 0.0
H -3.1310 2.0401 -1.2193 -0.1 0.0 0.0
H 0.0511 -3.5057 -3.2383 0.0 -0.1 -0.1
H 1.8264 2.5794 1.6580 0.0 0.0 0.0
H -3.1479 -0.9684 -1.1595 0.0 0.0 0.0
H 1.5693 -2.6080 -3.2750 -0.1 0.0 0.0
H 2.9797 1.3491 -2.0434 0.0 -0.1 0.0
H -3.9262 5.9985 3.9456 0.0 0.0 0.0
H 0.8762 5.3658 0.9288 0.0 0.0 0.0
H 1.8353 0.3821 -5.9588 0.0 0.0 0.0
H -4.2503 3.5006 0.5653 0.0 0.0 0.0
H 1.0443 5.0458 -1.3348 0.1 0.0 0.0
H 0.2730 3.5526 -0.8398 0.0 0.0 0.0
H -3.0397 -2.9768 1.0425 0.0 0.0 0.0
H 2.0736 -2.0257 3.6323 0.0 0.0 0.0
H 6.2279 2.7007 1.6710 0.0 0.0 0.0
H -4.0768 -4.2888 0.4546 0.1 0.0 0.0
H 1.4690 -5.8431 -1.8151 0.1 0.0 0.0
H -3.4571 -0.2009 -2.7079 0.0 0.0 -0.1
H -0.1689 0.9488 -7.0636 0.0 0.0 0.0
H 2.6124 -5.4962 -0.5134 0.0 0.0 -0.1
H -4.6863 1.2288 -1.3876 0.0 -0.1 0.0
H -4.8521 5.2758 1.8948 0.0 0.0 0.0
H -1.6702 -6.9321 0.7222 0.0 0.0 -0.1
H 2.5233 4.7579 0.8243 0.0 0.0 0.0
H 0.1221 -1.8781 -2.5696 0.0 -0.1 0.0
H -3.0285 -4.5373 1.8617 -0.1 0.1 -0.1
H 1.2394 3.8528 2.7238 0.0 0.0 0.1
H -2.2100 -3.1010 -2.2153 0.0 0.0 0.0
```
Forces are in eV/Å.

Highest occupied orbital energy = -1.18 eV
E_LUMO = 3.56 eV
Electronic energy = -2428.628538 Eh
Net charge = -2
Molecular weight = 738.528 g/mol